(1)
{
  "formula": "C7H13O3",
  "method": "the ωB97M-V functional and the def2-TZVPD basis",
  "gap_ev": [8.86, 8.31],
  "homo_ev": [-8.162, -8.291],
  "total_charge": 0,
  "spin_multiplicity": 2,
  "de_lowest_kj_mol": 370.1,
  "fmax_ev_per_a": 6.24,
  "symbols": ["O", "C", "C", "O", "C", "C", "H", "H", "H", "H", "H", "H", "C", "O", "C", "C", "H", "H", "H", "H", "H", "H", "H"],
  "coordinates": [[-2.21112, 2.56227, 0.38246], [-1.08768, 2.17270, 0.14399], [-0.73598, 1.45423, -1.10536], [0.64639, 1.36559, -1.29482], [0.95908, 0.29659, -2.06171], [1.65846, -0.44760, -2.91152], [-0.22500, 2.45777, 0.78380], [-1.24017, 1.90128, -1.97692], [-0.95185, 0.27179, -1.32336], [1.10532, -0.60454, -1.28388], [2.73271, -0.27396, -3.00576], [1.26689, -1.61670, -2.76851], [0.14996, 0.34454, 2.66395], [-0.65347, -0.22265, 1.66007], [-0.05827, -1.35523, 1.07535], [-0.92264, -1.96987, 0.03492], [-0.41417, 1.16354, 3.12625], [0.38934, -0.38437, 3.45740], [1.09810, 0.72072, 2.24061], [0.18861, -2.10219, 1.86238], [0.90761, -1.04947, 0.62424], [-0.60974, -2.93362, -0.37176], [-1.99240, -1.75084, 0.04813]],
  "lowdin_spin": [0.001, 0.000, 0.011, 0.006, 0.012, 0.001, 0.000, 0.001, 0.010, 0.007, 0.000, 0.002, 0.001, -0.001, 0.113, 0.709, 0.000, 0.001, 0.000, 0.029, 0.021, 0.039, 0.039]
}



(2)
{
  "formula": "C23H33CdN2OS6SbSe4",
  "method": "the ωB97M-V functional and the def2-TZVPD basis",
  "gap_ev": 4.84,
  "homo_ev": -1.235,
  "total_charge": -2,
  "de_lowest_kj_mol": 0.0,
  "fmax_ev_per_a": 0.55,
  "symbols": ["Cd", "C", "C", "S", "C", "C", "S", "C", "C", "S", "H", "H", "H", "H", "H", "H", "H", "H", "H", "H", "H", "H", "Se", "Sb", "Se", "Se", "Se", "C", "C", "S", "O", "C", "C", "H", "H", "H", "H", "H", "H", "H", "H", "H", "H", "S", "C", "N", "N", "S", "C", "C", "C", "C", "C", "C", "C", "C", "C", "C", "C", "C", "H", "H", "H", "H", "H", "H", "H", "H", "H", "H", "H"],
  "coordinates": [[-0.69073, 0.51143, 0.55473], [2.05680, -3.72950, 0.93834], [2.79812, -3.31888, -0.33342], [1.81161, -2.88763, -1.78794], [0.56120, -4.19710, -1.81751], [-0.84743, -3.68993, -2.10864], [-1.53657, -2.33473, -1.12705], [-1.89387, -3.13954, 0.44646], [-0.75128, -3.72207, 1.27270], [0.70961, -2.65521, 1.52308], [1.68486, -4.75255, 0.86274], [2.80775, -3.75563, 1.73306], [3.37592, -2.41562, -0.11798], [3.52163, -4.10209, -0.57965], [0.82846, -4.92657, -2.58733], [0.58554, -4.71678, -0.86458], [-0.89999, -3.34216, -3.14305], [-1.52465, -4.54830, -2.04210], [-2.40878, -2.36460, 1.01846], [-2.63796, -3.92537, 0.29323], [-1.16462, -3.92912, 2.26190], [-0.40634, -4.66847, 0.85259], [-1.39470, -0.94004, 3.68758], [-3.72552, -0.01854, 3.02072], [0.14699, 0.75794, 3.04133], [-3.24880, 0.32567, 0.51606], [-4.83695, -2.21142, 3.13637], [-0.57743, 5.16890, -3.49196], [-1.27568, 3.87379, -3.11878], [-0.23683, 2.77290, -2.10892], [-1.11903, 1.61352, -1.80625], [-0.13920, 3.76814, -0.60576], [-1.47105, 4.09118, 0.04314], [-1.17402, 5.72680, -4.21564], [0.39993, 4.97530, -3.93755], [-0.42698, 5.80870, -2.62253], [-1.49900, 3.26443, -3.99552], [-2.21310, 4.03678, -2.58877], [0.44340, 4.65700, -0.86428], [0.50089, 3.19967, 0.07129], [-2.02308, 4.85562, -0.50678], [-1.28258, 4.46752, 1.04924], [-2.10319, 3.20326, 0.13027], [2.68460, 3.94975, 1.79295], [3.41575, 4.34055, 0.35889], [3.91047, 4.55633, -0.67817], [1.42166, 0.65157, -0.50518], [2.74003, 1.51538, -0.65310], [4.00370, 0.81108, 0.41320], [5.33173, 1.18720, 0.26753], [6.26713, 0.68911, 1.15957], [5.87034, -0.15634, 2.18920], [4.53502, -0.49442, 2.33862], [3.58675, -0.00557, 1.45008], [3.48349, 1.15014, -2.24239], [3.54747, 2.20142, -3.14521], [4.03041, 1.97101, -4.42523], [4.44914, 0.69964, -4.79161], [4.40581, -0.34082, -3.87332], [3.93360, -0.11262, -2.59200], [1.57032, -0.32727, -0.76109], [5.61603, 1.88361, -0.51199], [7.30671, 0.97646, 1.06134], [6.60540, -0.53027, 2.89128], [4.21032, -1.11739, 3.16192], [2.53009, -0.21128, 1.59310], [3.24757, 3.19199, -2.82689], [4.08521, 2.78879, -5.13277], [4.82299, 0.51954, -5.79193], [4.73346, -1.33375, -4.15395], [3.92448, -0.91077, -1.86255]],
  "lowdin_charge": [0.964, -0.543, -0.543, 0.843, -0.536, -0.561, 0.752, -0.574, -0.525, 0.758, 0.058, 0.064, 0.042, 0.069, 0.066, 0.037, 0.061, 0.074, -0.045, 0.080, 0.063, 0.051, -0.313, -0.026, -0.285, -0.298, -0.484, -0.145, -0.398, 0.851, -0.653, -0.427, -0.131, 0.067, 0.069, 0.065, 0.081, 0.082, 0.081, 0.004, 0.062, 0.083, 0.020, 0.400, -1.080, -0.022, -0.412, 0.943, -0.386, -0.080, -0.087, -0.097, -0.070, -0.101, -0.368, -0.087, -0.083, -0.098, -0.082, -0.086, -0.051, 0.112, 0.096, 0.093, 0.108, 0.024, 0.082, 0.099, 0.094, 0.101, 0.082]
}



(3)
{
  "formula": "C41H70N9O",
  "method": "the ωB97M-V functional and the def2-TZVPD basis",
  "gap_ev": 3.55,
  "homo_ev": -1.818,
  "total_charge": -1,
  "de_lowest_kj_mol": 444.8,
  "fmax_ev_per_a": 6.32,
  "symbols": ["C", "C", "C", "C", "C", "C", "N", "O", "C", "C", "C", "H", "H", "H", "H", "H", "H", "H", "H", "H", "H", "H", "H", "H", "H", "H", "H", "H", "H", "C", "C", "C", "C", "N", "H", "H", "H", "H", "H", "H", "H", "C", "C", "C", "C", "N", "H", "H", "H", "H", "H", "H", "H", "C", "C", "C", "C", "N", "H", "H", "H", "H", "H", "H", "H", "C", "C", "C", "C", "N", "H", "H", "H", "H", "H", "H", "H", "C", "C", "C", "C", "N", "H", "H", "H", "H", "H", "H", "H", "C", "C", "C", "C", "N", "H", "H", "H", "H", "H", "H", "H", "N", "C", "C", "C", "C", "H", "H", "H", "H", "H", "N", "C", "C", "C", "C", "H", "H", "H", "H", "H"],
  "coordinates": [[-1.51674, 0.18937, -2.65598], [-0.88343, 0.43716, -1.19154], [-0.55992, 1.95468, -1.25647], [-0.32548, 2.48067, 0.15363], [-1.56444, 2.08858, 1.05457], [-1.87614, 0.54894, 1.14738], [-2.03054, 0.06335, -0.22869], [-2.52098, -1.32573, -0.32762], [-3.32963, 0.62283, 1.78899], [-0.81656, -0.27846, 1.96121], [0.44549, -0.40886, -1.12354], [-0.80131, 0.40815, -3.44870], [-2.38519, 0.84114, -2.75126], [-1.89778, -0.83131, -2.62255], [-1.38322, 2.46545, -1.75585], [0.27114, 2.18644, -1.92260], [-0.27486, 3.56426, 0.26028], [0.57986, 1.98520, 0.50429], [-2.42779, 2.58295, 0.60924], [-1.23766, 2.41745, 2.04106], [-4.05741, 1.10129, 1.13363], [-3.45532, 0.89627, 2.83662], [-3.79037, -0.35769, 1.90905], [-0.91841, -1.36056, 2.04365], [-0.66974, 0.15331, 2.95121], [0.16620, -0.26832, 1.48985], [1.23745, 0.23118, -0.73462], [0.66238, -0.85931, -2.09212], [0.32919, -1.27069, -0.46641], [3.89969, -6.83474, 1.76347], [4.06464, -7.70305, 0.42343], [3.42652, -7.02377, -0.80004], [1.98787, -7.18935, -0.75165], [0.87020, -7.27280, -0.55586], [4.42815, -5.89195, 1.90479], [4.56288, -7.40598, 2.41306], [2.90908, -6.76511, 2.21285], [3.79818, -8.73766, 0.63950], [5.13447, -7.82274, 0.25242], [3.81477, -7.55456, -1.66931], [3.61024, -5.95547, -0.91445], [1.75655, -7.82709, -8.80238], [1.29854, -6.46036, -9.35918], [0.99862, -5.41682, -8.24071], [-0.03818, -5.84782, -7.25090], [-0.85536, -6.23928, -6.51445], [2.06447, -8.62048, -9.48342], [1.01630, -8.29242, -8.15153], [2.58102, -7.60506, -8.12485], [0.39360, -6.46508, -9.96677], [2.11567, -6.02647, -9.93550], [0.88310, -4.43113, -8.69146], [1.79659, -5.22692, -7.52288], [2.34275, 2.92667, 7.76540], [3.47856, 2.09170, 7.14764], [4.76916, 1.87562, 8.02844], [5.74599, 1.06632, 7.34550], [6.55713, 0.57892, 6.75886], [2.62591, 3.93884, 8.05425], [1.81601, 2.53529, 8.63572], [1.68150, 3.07803, 6.91222], [3.77657, 2.37012, 6.13680], [3.02820, 1.15508, 6.81896], [4.57671, 1.32238, 8.94767], [5.09330, 2.82968, 8.44413], [-1.78835, -6.03801, 7.82951], [-2.87622, -4.96239, 8.11555], [-3.36633, -4.17270, 6.86302], [-3.81635, -4.93674, 5.75597], [-4.16738, -5.48494, 4.80843], [-2.14008, -6.86455, 7.21209], [-1.43314, -6.52237, 8.73908], [-0.93814, -5.63789, 7.27709], [-2.55187, -4.20963, 8.83406], [-3.75643, -5.32552, 8.64609], [-2.54293, -3.71996, 6.31064], [-4.13931, -3.47205, 7.17878], [6.28588, 4.82028, 1.25160], [7.34828, 5.97313, 1.40242], [8.44003, 5.68953, 2.42800], [9.39010, 4.56989, 1.99969], [10.03971, 3.75438, 1.60439], [5.98260, 4.42096, 2.21942], [6.69252, 3.99356, 0.66913], [5.42949, 5.19894, 0.69365], [6.82164, 6.91750, 1.53998], [7.89935, 6.07431, 0.46744], [7.94244, 5.31785, 3.32375], [9.05476, 6.46984, 2.87669], [-9.13250, 1.03038, -2.99646], [-7.75886, 1.75759, -2.72847], [-7.95975, 3.04789, -1.89416], [-8.87746, 3.93182, -2.54998], [-9.61607, 4.69049, -3.04864], [-9.76739, 1.23021, -2.13328], [-9.12209, 0.00118, -3.35528], [-9.57924, 1.59386, -3.81562], [-7.39244, 2.02667, -3.71915], [-7.09030, 1.03310, -2.26345], [-6.99865, 3.54904, -2.00923], [-8.29824, 2.95611, -0.86212], [3.36512, 1.82413, -8.40304], [4.00474, 1.93883, -9.61310], [4.95939, 0.95371, -9.77340], [5.06728, 0.28587, -8.52578], [4.02853, 0.84841, -7.72707], [2.51013, 2.30083, -8.15433], [3.62119, 2.65643, -10.32327], [5.66610, 0.82771, -10.58030], [5.66952, -0.52741, -8.14858], [3.74833, 0.64465, -6.70415], [-5.62650, 7.17515, 2.02856], [-6.80554, 7.19339, 2.74471], [-7.64608, 8.14889, 2.23721], [-7.00997, 8.61970, 1.10088], [-5.76214, 8.08195, 1.00961], [-4.94664, 6.44869, 2.20215], [-6.90350, 6.45872, 3.53023], [-8.62023, 8.51903, 2.52082], [-7.54638, 9.29112, 0.44676], [-4.96927, 8.19810, 0.28553]],
  "lowdin_charge": [-0.074, -0.442, -0.195, -0.191, -0.146, -0.487, -0.204, -0.351, -0.074, -0.041, -0.051, 0.058, 0.057, 0.057, 0.095, 0.103, 0.089, 0.089, 0.100, 0.097, 0.065, 0.055, 0.056, 0.067, 0.054, 0.044, 0.054, 0.058, 0.059, -0.092, -0.226, -0.199, -0.256, 0.158, 0.064, 0.051, 0.069, 0.106, 0.092, 0.109, 0.124, -0.107, -0.240, -0.194, -0.221, 0.137, 0.066, 0.066, 0.071, 0.104, 0.099, 0.111, 0.108, -0.109, -0.241, -0.180, -0.271, 0.153, 0.063, 0.072, 0.072, 0.106, 0.106, 0.112, 0.117, -0.099, -0.231, -0.196, -0.275, 0.155, 0.068, 0.062, 0.073, 0.095, 0.100, 0.127, 0.122, -0.086, -0.251, -0.187, -0.226, 0.135, 0.069, 0.070, 0.068, 0.101, 0.100, 0.101, 0.106, -0.104, -0.224, -0.194, -0.267, 0.135, 0.067, 0.068, 0.057, 0.104, 0.109, 0.121, 0.126, 0.009, -0.164, -0.124, -0.097, -0.145, 0.152, 0.099, 0.086, 0.082, 0.102, 0.012, -0.147, -0.122, -0.146, -0.142, 0.150, 0.102, 0.094, 0.094, 0.104]
}



(4)
{
  "formula": "C32H30CeN3O7PS2",
  "method": "the ωB97M-V functional and the def2-TZVPD basis",
  "gap_ev": [4.09, 4.09],
  "homo_ev": [-12.168, -12.168],
  "total_charge": 2,
  "de_lowest_kj_mol": 205.9,
  "fmax_ev_per_a": 5.05,
  "symbols": ["Ce", "O", "C", "O", "C", "O", "C", "C", "O", "O", "H", "H", "H", "H", "H", "O", "C", "C", "C", "C", "C", "C", "C", "O", "N", "N", "C", "S", "C", "C", "S", "H", "H", "H", "H", "H", "H", "H", "H", "H", "N", "C", "C", "C", "C", "C", "C", "P", "C", "C", "C", "C", "C", "C", "C", "C", "C", "C", "C", "C", "H", "H", "H", "H", "H", "H", "H", "H", "H", "H", "H", "H", "H", "H", "H", "H"],
  "coordinates": [[10.52815, 10.57139, 12.48776], [9.13269, 8.02678, 8.83196], [9.48501, 8.39570, 10.03341], [9.06099, 9.36210, 10.77429], [10.46880, 7.48855, 10.61328], [11.19163, 8.24024, 11.56081], [12.41817, 7.69488, 12.07463], [13.22779, 8.75534, 12.86041], [14.45215, 8.70681, 12.94139], [12.53303, 9.82064, 13.25622], [8.28125, 8.51782, 8.61283], [11.14717, 7.09880, 9.85133], [9.93660, 6.64324, 11.07102], [13.00895, 7.30115, 11.25164], [12.16569, 6.80982, 12.68170], [11.62056, 14.08021, 7.80047], [12.60416, 13.20046, 7.85691], [13.56375, 13.15159, 6.79813], [14.75575, 12.39709, 6.77645], [14.98719, 11.63953, 7.92647], [14.13429, 11.66253, 9.00238], [12.93316, 12.39049, 9.01063], [11.96991, 12.30877, 10.15052], [12.26859, 11.51573, 11.09693], [10.76706, 12.88815, 9.94208], [9.97849, 12.51178, 10.95796], [8.59257, 12.51511, 10.85096], [7.78569, 11.76478, 12.18825], [6.27148, 11.12300, 11.27390], [6.09263, 12.03340, 10.07802], [7.71400, 12.73041, 9.42993], [11.02328, 13.80583, 8.58579], [13.42115, 13.82621, 5.98401], [15.40401, 12.31296, 5.91749], [15.92604, 11.09776, 7.91918], [14.46377, 11.04619, 9.86439], [5.47386, 11.29160, 12.02935], [6.38550, 10.05737, 11.11282], [5.46634, 12.86751, 10.30720], [5.65549, 11.47850, 9.22288], [9.54440, 10.01520, 14.84793], [9.91141, 10.79445, 16.04947], [9.18356, 10.53300, 17.19397], [9.54397, 11.06725, 18.42357], [10.65330, 11.92299, 18.51406], [11.33522, 12.26231, 17.35350], [11.00495, 11.68682, 16.12486], [11.68953, 12.53167, 14.69742], [13.45999, 12.50393, 14.56587], [14.23904, 11.69104, 15.39044], [15.61055, 11.55189, 15.22891], [16.21349, 12.32060, 14.25436], [15.44796, 13.11438, 13.36468], [14.09382, 13.27147, 13.58098], [11.14671, 14.23614, 14.83108], [12.04158, 15.31555, 14.71186], [11.49300, 16.62924, 14.83329], [10.11961, 16.77889, 15.01893], [9.24612, 15.70632, 15.06321], [9.72709, 14.42010, 15.00637], [9.86165, 9.05032, 14.98466], [8.55667, 10.05271, 14.60177], [8.40408, 9.77961, 17.14578], [9.00208, 10.78923, 19.32494], [10.88463, 12.43652, 19.47264], [12.14959, 13.02940, 17.37963], [13.72307, 11.27434, 16.27156], [16.16250, 10.81589, 15.81718], [17.25284, 12.26580, 14.10894], [15.95493, 13.68682, 12.61759], [13.53982, 13.88279, 12.86094], [13.15925, 15.16929, 14.76613], [12.10442, 17.52950, 14.65768], [9.80004, 17.79181, 15.20006], [8.18999, 15.90056, 15.06701], [9.09504, 13.52911, 15.02967]],
  "lowdin_charge": [1.292, 0.229, -0.378, -0.065, -0.069, -0.233, -0.032, -0.495, 0.126, -0.203, 0.200, 0.172, 0.181, 0.149, 0.155, 0.069, -0.263, 0.009, -0.035, -0.103, -0.038, -0.067, -0.377, -0.109, 0.040, -0.192, -0.908, 0.924, -0.378, -0.418, 1.025, 0.085, 0.106, 0.113, 0.107, 0.128, 0.101, 0.075, 0.077, 0.102, -0.001, -0.273, -0.027, -0.028, -0.030, -0.074, -0.306, 1.093, -0.378, -0.077, -0.046, -0.032, -0.032, -0.113, -0.342, -0.053, -0.039, -0.065, -0.073, -0.077, 0.127, 0.087, 0.124, 0.124, 0.135, 0.142, 0.111, 0.125, 0.100, 0.110, 0.119, 0.123, 0.123, 0.114, 0.111, 0.097]
}